Record 1
# C50H45F5N3S2

A 6-piece molecular cluster, C50H45F5N3S2 overall at a distorted geometry (ωB97M-V/def2-TZVPD, the OMol25 dataset).

For the orbital gap, the calculation gives 5.04 eV. The net charge is +1.

XYZ file:
```
105
C50H45F5N3S2, DFT ωB97M-V/def2-TZVPD
S -1.810 1.735 1.171
C -1.483 0.102 1.277
S -2.690 -0.970 2.242
C -4.169 -0.994 1.085
C -5.523 -0.580 1.894
C -6.764 -1.076 1.002
C -7.073 -0.134 -0.255
C -7.533 -0.621 -1.651
C -7.851 0.366 -2.798
N -7.680 1.745 -2.590
N -7.251 2.133 -1.404
C -6.935 1.439 -0.201
N -0.357 -0.622 0.660
C -0.941 -1.339 -0.494
C -0.786 -2.851 -0.798
C -1.468 -3.522 -2.042
C -2.338 -2.662 -3.008
C -2.494 -1.142 -2.763
C -1.791 -0.502 -1.520
C 0.773 0.252 0.296
C 1.361 0.362 -1.159
C 2.598 1.273 -1.494
C 3.299 2.158 -0.426
C 2.717 2.055 1.030
C 1.527 1.127 1.367
H -4.051 -0.179 0.276
H -4.284 -1.982 0.527
H -5.492 -1.099 2.925
H -5.578 0.570 1.998
H -6.525 -2.125 0.623
H -7.686 -1.089 1.698
H -7.650 -1.742 -1.866
H -8.202 -0.042 -3.809
H -7.114 3.165 -1.325
H -6.591 1.991 0.751
H -0.148 -3.521 -0.111
H -1.368 -4.629 -2.299
H -2.891 -3.093 -3.921
H -3.105 -0.458 -3.460
H -1.944 0.635 -1.413
H 0.939 -0.230 -2.032
H 3.011 1.297 -2.557
H 4.200 2.840 -0.656
H 3.212 2.700 1.841
H 1.166 1.106 2.454
F 6.888 -2.335 0.679
C 5.648 -2.709 0.321
C 4.624 -1.776 0.349
C 3.341 -2.160 -0.027
C 3.095 -3.475 -0.416
C 4.132 -4.405 -0.434
C 5.417 -4.018 -0.069
H 4.832 -0.759 0.661
H 2.535 -1.437 -0.017
H 2.093 -3.775 -0.705
H 3.939 -5.430 -0.733
H 6.238 -4.726 -0.086
F -3.495 -0.567 -5.727
C -4.735 -0.941 -6.080
C -5.759 -0.007 -6.058
C -7.044 -0.393 -6.429
C -7.291 -1.711 -6.806
C -6.255 -2.642 -6.819
C -4.968 -2.254 -6.460
H -5.549 1.012 -5.754
H -7.852 0.332 -6.423
H -8.294 -2.013 -7.091
H -6.450 -3.668 -7.110
H -4.148 -2.962 -6.473
F 5.298 4.313 0.234
C 6.581 4.335 -0.172
C 6.991 3.479 -1.183
C 8.316 3.505 -1.605
C 9.218 4.380 -1.005
C 8.796 5.232 0.012
C 7.469 5.214 0.427
H 6.277 2.798 -1.632
H 8.646 2.845 -2.400
H 10.253 4.397 -1.333
H 9.502 5.910 0.481
H 7.122 5.876 1.211
F -7.776 1.383 3.622
C -7.189 1.503 4.829
C -7.100 0.393 5.655
C -6.490 0.515 6.899
C -5.986 1.748 7.307
C -6.086 2.856 6.471
C -6.686 2.732 5.222
H -7.506 -0.556 5.324
H -6.408 -0.348 7.550
H -5.515 1.843 8.280
H -5.696 3.816 6.792
H -6.764 3.583 4.555
F 11.739 0.922 1.053
C 11.228 0.016 1.902
C 11.871 -0.227 3.106
C 11.339 -1.163 3.988
C 10.176 -1.852 3.650
C 9.542 -1.603 2.436
C 10.068 -0.660 1.559
H 12.779 0.312 3.347
H 11.830 -1.355 4.936
H 9.764 -2.585 4.337
H 8.639 -2.143 2.174
H 9.582 -0.447 0.614
```

Here are the Löwdin charges for atoms 1 to 5, given in e: number 1, S, carries 0.66; number 2, C, carries -0.99; number 3, S, carries 0.81; number 4, C, carries -0.48; number 5, C, carries -0.24

=====

Record 2
# C50H46BrN5O5ReTe

C50H46BrN5O5ReTe as an isolated structure at a distorted geometry (ωB97M-V/def2-TZVPD, the OMol25 dataset).

Its expectation value of S² is 2.2030. As for the energy above the lowest of the compared OMol25 structures with the same formula, charge and spin: 0.00 kJ/mol. For the orbital gap (spin up / spin down), the calculation gives 6.84 / 6.18 eV. The multiplicity is 3. The net charge is +1.

XYZ file:
```
109
C50H46BrN5O5ReTe, DFT ωB97M-V/def2-TZVPD
Re 1.594 1.427 -0.509
C 2.135 -4.566 -0.653
O 1.883 -3.170 -0.795
C 2.288 -2.584 -1.953
C 2.851 -3.269 -3.007
C 3.329 -2.577 -4.131
C 3.188 -1.216 -4.207
C 2.559 -0.503 -3.162
C 2.194 0.880 -3.423
N 1.713 1.661 -2.534
N 1.010 2.791 -3.017
C 0.026 3.026 -2.230
O -0.251 2.279 -1.157
C -0.824 4.208 -2.511
C -2.062 4.356 -1.906
C -2.782 5.529 -2.081
C -2.254 6.548 -2.853
C -1.031 6.391 -3.495
C -0.313 5.216 -3.324
C 2.118 -1.180 -2.030
O 1.509 -0.552 -0.999
H 1.478 -5.162 -1.291
H 1.950 -4.804 0.393
H 3.170 -4.807 -0.883
H 2.958 -4.344 -2.963
H 3.771 -3.128 -4.940
H 3.523 -0.697 -5.097
H 2.181 1.254 -4.439
H -2.449 3.565 -1.279
H -3.741 5.660 -1.590
H -2.798 7.475 -2.959
H -0.626 7.180 -4.116
H 0.659 5.084 -3.777
Br -1.731 8.134 0.470
C -0.549 6.652 0.414
C 0.730 6.806 -0.095
C 1.562 5.695 -0.171
C 1.096 4.470 0.252
C -0.167 4.316 0.772
C -0.994 5.422 0.863
N 1.984 3.314 0.188
C 3.187 3.510 0.645
C 4.119 2.445 0.513
C 5.443 2.544 0.932
C 6.317 1.522 0.664
C 5.831 0.416 -0.044
C 4.510 0.337 -0.385
N 3.626 1.340 -0.101
H 1.061 7.769 -0.445
H 2.549 5.798 -0.604
H -0.521 3.354 1.085
H -1.998 5.306 1.247
H 3.474 4.449 1.103
H 5.752 3.434 1.452
H 7.354 1.564 0.961
H 6.461 -0.406 -0.330
H 4.106 -0.519 -0.901
O 1.285 0.719 1.581
H 0.377 1.136 1.847
H 1.012 -0.215 1.532
C -1.854 -7.180 -1.817
C -1.833 -5.972 -0.922
C -2.049 -6.088 0.447
C -2.099 -4.969 1.267
C -2.359 -5.131 2.741
C -1.909 -3.708 0.697
Te -2.439 -2.075 1.964
N -1.247 -0.578 1.506
C -1.790 0.633 1.529
O -1.070 1.641 1.774
C -3.227 0.811 1.174
C -4.187 1.231 2.089
C -5.515 1.317 1.691
C -5.882 0.990 0.394
C -4.917 0.585 -0.521
C -3.590 0.488 -0.126
C -1.117 -2.310 3.625
C -1.651 -1.974 4.855
C -0.818 -1.763 5.950
C 0.555 -1.895 5.794
C 1.080 -2.261 4.561
C 0.264 -2.473 3.454
C 0.856 -2.894 2.147
C -1.644 -3.571 -0.666
C -1.450 -2.246 -1.322
C -1.604 -4.716 -1.450
H -2.643 -7.872 -1.535
H -0.911 -7.721 -1.751
H -2.002 -6.899 -2.855
H -2.210 -7.065 0.883
H -2.616 -6.158 2.971
H -3.200 -4.520 3.092
H -1.484 -4.857 3.338
H -3.881 1.506 3.088
H -6.265 1.645 2.396
H -6.918 1.065 0.096
H -5.213 0.343 -1.530
H -2.825 0.205 -0.836
H -2.722 -1.851 4.972
H -1.240 -1.507 6.907
H 1.218 -1.728 6.638
H 2.143 -2.379 4.423
H 1.926 -2.711 2.111
H 0.420 -2.390 1.287
H 0.714 -3.965 1.994
H -0.960 -1.514 -0.685
H -2.409 -1.842 -1.652
H -0.832 -2.354 -2.209
H -1.429 -4.603 -2.507
```

Here are the Löwdin charges for atoms 1 to 5, given in e: number 1, Re, carries 1.68; number 2, C, carries -0.05; number 3, O, carries -0.08; number 4, C, carries -0.22; number 5, C, carries 0.00

=====

Record 3
# C50H47As2Cl3GeN4O5Rb

C50H47As2Cl3GeN4O5Rb as an isolated structure (ωB97M-V/def2-TZVPD, the OMol25 dataset).

Its expectation value of S² is 0.7537. As for the energy above the lowest of the compared OMol25 structures with the same formula, charge and spin: 16.58 kJ/mol. For the orbital gap (spin up / spin down), the calculation gives 7.25 / 6.85 eV. The multiplicity is 2. The net charge is 0.

XYZ file:
```
113
C50H47As2Cl3GeN4O5Rb, DFT ωB97M-V/def2-TZVPD
Rb -0.482 0.300 -0.582
O -2.213 -3.970 -2.878
C -1.838 -2.935 -2.108
O -1.493 -1.876 -2.572
C -1.920 -3.242 -0.642
C -2.596 -4.349 -0.156
C -2.693 -4.488 1.224
C -2.112 -3.537 2.039
C -1.402 -2.488 1.452
N -1.323 -2.344 0.136
C -0.730 -1.421 2.330
O -1.207 -1.300 3.471
O 0.200 -0.766 1.810
H -2.133 -3.676 -3.798
H -3.042 -5.063 -0.832
H -3.227 -5.329 1.647
H -2.180 -3.573 3.117
C 2.648 1.120 -0.555
C 3.046 -0.027 0.390
As 2.297 -1.778 -0.171
C 2.661 -2.848 1.424
C 2.621 -2.352 2.722
C 2.820 -3.200 3.805
C 3.050 -4.552 3.605
C 3.080 -5.058 2.313
C 2.888 -4.212 1.233
C 3.900 -2.358 -1.168
C 3.783 -2.694 -2.513
C 4.901 -3.052 -3.256
C 6.150 -3.083 -2.657
C 6.278 -2.765 -1.311
C 5.159 -2.406 -0.574
As 2.550 0.599 -2.473
C 1.498 2.086 -3.163
C 0.229 1.781 -3.653
C -0.601 2.792 -4.123
C -0.167 4.109 -4.112
C 1.104 4.414 -3.645
C 1.932 3.407 -3.174
C 4.334 1.088 -3.059
C 4.533 1.331 -4.418
C 5.805 1.576 -4.910
C 6.896 1.564 -4.051
C 6.708 1.312 -2.702
C 5.431 1.078 -2.206
H 3.312 1.982 -0.443
H 1.659 1.490 -0.293
H 2.683 0.172 1.399
H 4.130 -0.131 0.441
H 2.396 -1.310 2.897
H 2.783 -2.800 4.811
H 3.202 -5.209 4.451
H 3.258 -6.114 2.146
H 2.926 -4.615 0.226
H 2.809 -2.654 -2.987
H 4.796 -3.301 -4.304
H 7.024 -3.356 -3.235
H 7.250 -2.796 -0.835
H 5.266 -2.172 0.480
H -0.105 0.746 -3.684
H -1.582 2.553 -4.518
H -0.822 4.897 -4.458
H 1.442 5.442 -3.631
H 2.922 3.652 -2.806
H 3.685 1.337 -5.094
H 5.946 1.774 -5.965
H 7.891 1.750 -4.434
H 7.555 1.297 -2.028
H 5.305 0.881 -1.148
Cl 0.396 4.216 -0.106
Ge -1.787 3.928 -0.017
Cl -2.377 5.038 1.768
Cl -2.556 5.301 -1.663
C -2.312 0.941 5.445
N -1.681 1.676 4.361
N -2.259 1.698 3.117
C -1.328 2.045 2.205
O -1.642 2.148 0.955
C -0.112 2.205 2.880
C -0.359 1.905 4.197
C 0.595 1.771 5.328
C -3.653 1.490 2.882
C -4.563 2.489 3.185
C -5.905 2.276 2.912
C -6.316 1.089 2.320
C -5.391 0.103 2.008
C -4.050 0.296 2.301
H -3.372 1.183 5.470
H -1.859 1.269 6.378
H -2.167 -0.127 5.296
H 0.825 2.493 2.438
H 1.565 2.162 5.032
H 0.711 0.718 5.592
H 0.254 2.314 6.210
H -4.212 3.423 3.604
H -6.626 3.049 3.141
H -7.362 0.935 2.089
H -5.710 -0.814 1.529
H -3.312 -0.464 2.096
N -3.083 0.915 -2.161
C -4.428 0.877 -1.766
C -5.112 -0.336 -1.706
C -6.426 -0.377 -1.264
C -7.078 0.785 -0.878
C -6.393 1.992 -0.929
C -5.079 2.042 -1.362
H -2.823 0.143 -2.762
H -2.787 1.801 -2.548
H -4.609 -1.247 -2.010
H -6.944 -1.327 -1.229
H -8.107 0.751 -0.545
H -6.884 2.909 -0.628
H -4.557 2.991 -1.405
```

Here are the Löwdin charges for atoms 1 to 5, given in e: number 1, Rb, carries 0.76; number 2, O, carries 0.12; number 3, C, carries -0.46; number 4, O, carries 0.05; number 5, C, carries -0.20

=====

Record 4
# C50H47AsClN4O8PPt

C50H47AsClN4O8PPt as an isolated structure at a distorted geometry (ωB97M-V/def2-TZVPD, the OMol25 dataset).

Its expectation value of S² is 0.7549. As for the energy above the lowest of the compared OMol25 structures with the same formula, charge and spin: 155.32 kJ/mol. For the orbital gap (spin up / spin down), the calculation gives 6.07 / 6.03 eV. The multiplicity is 2. The net charge is +1.

XYZ file:
```
113
C50H47AsClN4O8PPt, DFT ωB97M-V/def2-TZVPD
Pt 0.326 0.724 1.233
C -3.082 -3.278 4.169
O -3.106 -2.548 2.944
C -2.340 -1.459 2.769
O -2.358 -0.867 1.724
N -1.593 -1.066 3.844
N -0.620 -0.075 3.674
H -3.776 -4.101 4.032
H -3.421 -2.661 5.003
H -2.088 -3.688 4.364
H -1.530 -1.643 4.663
H 0.288 -0.452 3.911
H -0.847 0.723 4.255
C -2.836 1.053 -0.380
C -3.574 1.487 -1.640
As -5.500 1.056 -1.447
C -5.241 -0.880 -1.363
C -5.613 -1.549 -0.204
C -5.405 -2.916 -0.080
C -4.825 -3.625 -1.119
C -4.454 -2.965 -2.284
C -4.660 -1.601 -2.404
C -5.981 1.187 -3.336
C -5.379 2.115 -4.180
C -5.777 2.223 -5.506
C -6.783 1.408 -5.999
C -7.395 0.487 -5.161
C -6.999 0.380 -3.837
P -1.033 1.177 -0.553
C -0.583 0.088 -1.909
C -1.218 -1.152 -1.964
C -0.853 -2.069 -2.936
C 0.147 -1.756 -3.845
C 0.787 -0.526 -3.783
C 0.426 0.396 -2.815
C -0.755 2.900 -1.022
C -0.536 3.869 -0.047
C -0.467 5.206 -0.404
C -0.617 5.584 -1.731
C -0.846 4.625 -2.704
C -0.920 3.285 -2.354
H -3.068 0.030 -0.098
H -3.109 1.676 0.476
H -3.197 0.979 -2.530
H -3.481 2.563 -1.793
H -6.070 -1.001 0.612
H -5.702 -3.427 0.826
H -4.671 -4.692 -1.030
H -4.015 -3.519 -3.105
H -4.380 -1.096 -3.323
H -4.596 2.768 -3.814
H -5.300 2.948 -6.153
H -7.092 1.490 -7.033
H -8.185 -0.150 -5.538
H -7.483 -0.347 -3.195
H -1.987 -1.415 -1.246
H -1.352 -3.028 -2.982
H 0.428 -2.472 -4.606
H 1.570 -0.286 -4.489
H 0.944 1.344 -2.752
H -0.412 3.589 0.990
H -0.298 5.956 0.357
H -0.564 6.629 -2.006
H -0.972 4.915 -3.738
H -1.109 2.544 -3.118
O 1.716 1.734 -0.050
N 3.020 1.668 0.237
C 3.729 0.605 -0.169
C 5.078 0.545 0.116
C 5.681 1.587 0.801
C 4.920 2.689 1.178
C 3.577 2.710 0.882
H 3.161 -0.167 -0.672
H 5.625 -0.332 -0.200
H 6.735 1.548 1.037
H 5.352 3.527 1.704
H 2.895 3.512 1.121
C 5.196 -3.554 2.302
C 5.100 -3.429 0.814
C 6.233 -3.318 0.025
C 6.124 -3.208 -1.355
Cl 7.565 -3.046 -2.312
C 4.888 -3.223 -1.974
C 3.738 -3.333 -1.204
C 3.841 -3.428 0.178
O 2.782 -3.523 1.038
C 1.448 -3.406 0.586
C 1.145 -1.919 0.313
O 1.702 -1.339 -0.603
O 0.361 -1.350 1.177
H 6.218 -3.374 2.633
H 4.907 -4.556 2.623
H 4.530 -2.854 2.798
H 7.211 -3.318 0.487
H 4.817 -3.142 -3.049
H 2.776 -3.296 -1.690
H 0.839 -3.792 1.400
H 1.257 -4.001 -0.313
O 0.721 2.656 2.713
C 1.670 1.997 3.177
N 1.909 0.740 2.747
C 3.052 0.239 3.363
O 3.550 -0.835 3.173
C 3.546 1.319 4.282
C 4.650 1.358 5.107
C 4.861 2.535 5.822
C 3.999 3.624 5.706
C 2.887 3.581 4.867
C 2.685 2.409 4.167
H 5.316 0.511 5.195
H 5.714 2.607 6.484
H 4.197 4.520 6.279
H 2.217 4.425 4.774
```

Here are the Löwdin charges for atoms 1 to 5, given in e: number 1, Pt, carries 1.28; number 2, C, carries -0.05; number 3, O, carries -0.01; number 4, C, carries -0.56; number 5, O, carries 0.06